89
Properties=species:S:1:pos:R:3:forces:R:3:mulliken_charge:R:1 method="wB97M-V/def2-TZVPD" lumo_energy_ev="-4.53 / -4.53" homo_lumo_gap_ev="4.986 / 4.987" total_energy_ha=-5503.5464 charge=+1 e_above_lowest_kcal_mol=33.5
W -0.196 -0.273 -0.149 -0.2 -0.5 0.6 1.349
Cl 0.305 8.452 -4.150 0.0 0.0 0.0 -0.192
C 0.084 6.871 -3.488 0.1 0.0 0.0 0.372
C 1.185 6.061 -3.255 0.0 -0.1 0.0 -1.001
C 0.998 4.796 -2.724 0.0 0.0 0.1 -0.109
C -0.279 4.327 -2.408 -0.1 0.0 0.0 -0.118
C -1.368 5.153 -2.671 -0.1 -0.1 -0.1 -0.346
C -1.193 6.418 -3.206 -0.1 0.0 0.0 -0.994
C -0.407 2.982 -1.794 0.0 0.1 0.1 1.606
C 0.205 1.899 -2.436 -0.2 0.0 -0.2 -0.295
C 0.632 1.837 -3.792 0.0 0.2 0.0 -1.077
C 0.952 0.541 -4.071 -0.2 -0.1 -0.1 -1.673
C 0.805 -0.199 -2.859 0.2 0.0 0.2 1.270
C 1.361 -1.467 -2.517 0.5 0.1 -0.2 0.849
C 1.417 -2.634 -3.414 0.0 0.0 0.0 0.328
C 1.250 -2.588 -4.804 0.0 0.0 0.0 -0.253
C 1.320 -3.734 -5.573 0.0 0.0 0.0 -1.235
C 1.521 -4.963 -4.959 0.0 0.0 0.0 0.418
Cl 1.617 -6.391 -5.920 0.0 0.0 0.0 -0.189
C 1.618 -5.053 -3.582 0.0 0.0 0.1 -1.199
C 1.562 -3.898 -2.822 0.0 0.0 0.0 -0.185
C 2.071 -1.550 -1.297 0.0 0.1 -0.2 0.346
N 1.737 -0.810 -0.191 0.2 -0.2 -0.2 0.169
C 2.734 -0.954 0.734 0.0 0.0 0.1 -0.139
C 2.596 -0.491 2.052 0.1 0.0 0.0 1.921
C 3.782 -0.398 2.946 0.0 0.0 0.0 -0.405
C 4.095 0.834 3.523 0.0 0.0 -0.1 -0.061
C 5.227 0.990 4.308 -0.1 0.0 0.0 -1.020
C 6.054 -0.100 4.529 0.0 0.0 0.0 0.360
Cl 7.474 0.085 5.497 0.0 0.0 0.0 -0.193
C 5.751 -1.337 3.987 0.0 -0.1 0.0 -0.968
C 4.622 -1.480 3.199 -0.1 -0.1 0.1 -0.387
C 1.357 -0.101 2.550 0.0 -0.2 0.1 -0.160
C 1.047 0.070 3.938 0.1 0.0 0.0 -1.791
C -0.285 0.290 4.047 -0.1 -0.2 0.0 -1.548
C -0.825 0.328 2.718 0.0 0.2 -0.2 0.917
N 0.188 0.047 1.825 0.0 0.3 0.3 -0.128
C -2.049 0.860 2.261 0.1 0.2 0.2 1.664
C -1.992 1.676 1.107 0.2 0.1 0.1 0.323
C -2.697 2.917 0.985 -0.1 0.0 -0.1 -1.323
C -2.096 3.621 -0.009 0.0 0.1 0.0 -1.265
C -1.111 2.774 -0.611 0.0 0.0 -0.2 -0.142
N -1.043 1.598 0.116 -0.3 0.1 0.2 0.201
C -3.346 0.794 2.974 0.0 0.1 0.1 0.238
C -3.510 0.736 4.361 0.0 0.0 -0.1 -0.420
C -4.766 0.669 4.936 0.0 0.0 0.1 -1.150
C -5.893 0.643 4.129 0.0 0.0 0.0 0.378
Cl -7.461 0.562 4.848 0.0 0.0 0.0 -0.192
C -5.767 0.676 2.752 0.0 0.0 -0.1 -1.177
C -4.504 0.751 2.189 0.0 -0.1 -0.1 0.127
C 3.770 -1.748 0.153 0.1 0.0 0.1 -1.066
C 3.332 -2.176 -1.068 0.0 0.0 0.0 -1.291
N 0.321 0.653 -1.886 0.4 0.0 -0.5 0.094
H 2.179 6.419 -3.487 0.0 0.0 0.0 0.426
H 1.861 4.171 -2.526 0.0 0.0 0.0 0.508
H -2.377 4.796 -2.509 0.0 0.0 0.1 0.654
H -2.047 7.049 -3.418 0.0 0.0 0.0 0.412
H 0.663 2.671 -4.476 0.0 0.0 0.1 0.619
H 1.338 0.188 -5.010 0.0 0.0 0.0 0.455
H 1.061 -1.656 -5.307 0.0 0.0 0.0 0.238
H 1.216 -3.681 -6.648 0.0 0.0 0.0 0.443
H 1.725 -6.021 -3.110 0.0 0.0 0.0 0.429
H 1.596 -3.980 -1.743 0.0 0.0 0.0 0.519
H 3.456 1.690 3.336 0.0 0.0 0.0 0.490
H 5.468 1.949 4.744 0.0 0.0 0.0 0.429
H 6.392 -2.185 4.191 0.0 0.0 0.0 0.419
H 4.372 -2.462 2.818 0.0 0.0 0.0 0.641
H 1.760 0.006 4.745 0.0 0.0 -0.1 0.625
H -0.804 0.471 4.969 -0.1 0.0 0.0 0.474
H -3.488 3.251 1.636 0.1 0.0 0.0 0.596
H -2.321 4.631 -0.302 0.0 0.0 0.0 0.767
H -2.663 0.769 5.020 0.1 0.0 0.1 0.396
H -4.876 0.643 6.011 0.0 0.0 0.0 0.436
H -6.650 0.634 2.128 0.0 0.0 0.0 0.427
H -4.413 0.754 1.109 0.0 0.0 0.0 0.430
H 4.712 -1.990 0.615 0.0 0.1 0.0 0.763
H 3.857 -2.804 -1.770 0.0 0.1 0.0 0.655
Cl -5.465 -5.372 -0.457 0.1 0.0 0.0 -0.193
C -4.029 -4.421 -0.305 -0.1 -0.1 0.0 0.370
C -4.052 -3.092 -0.692 -0.1 0.1 -0.1 -0.917
C -2.888 -2.373 -0.535 0.0 0.1 -0.1 1.628
Cl -2.747 -0.697 -0.985 -0.4 0.0 -0.1 -0.197
C -1.719 -2.904 -0.020 0.2 0.1 0.0 -1.374
O -0.631 -2.132 0.097 -0.3 -0.2 -0.2 -0.312
C -1.725 -4.245 0.339 0.1 -0.1 0.1 0.336
Cl -0.274 -4.948 0.955 -0.1 0.0 0.0 -0.188
C -2.875 -5.001 0.200 0.0 -0.1 0.0 -0.623
H -4.947 -2.646 -1.104 0.0 0.0 0.0 0.505
H -2.871 -6.045 0.483 0.0 0.0 0.0 0.478